Record 1
Entry from the Open Molecules 2025 dataset: the molecule C8H11N3 at a distorted geometry (ωB97M-V/def2-TZVPD).

Output
* HOMO: -8.33 eV
* spin multiplicity: 1
* lowest unoccupied orbital energy: 0.97 eV
* SMILES: C1=CN(n2cccc2)NCC1

Each line ends with the natural charge from an NBO analysis.
Atoms and positions in Å:
C1 -0.691 1.973 1.373  -0.246
C2 0.127 0.935 1.393  -0.047
N1 0.820 0.518 0.217  -0.116
N2 0.812 -0.867 0.059  -0.203
C3 -0.119 -1.710 0.437  -0.100
C4 0.268 -2.961 0.064  -0.298
C5 1.465 -2.903 -0.595  -0.305
C6 1.761 -1.553 -0.586  -0.081
N3 0.473 1.287 -0.938  -0.422
C7 -0.998 1.372 -0.923  -0.264
C8 -1.329 2.386 0.114  -0.442
H1 -0.926 2.525 2.262  0.217
H2 0.448 0.460 2.285  0.215
H3 -1.046 -1.428 0.995  0.230
H4 -0.156 -4.045 0.291  0.224
H5 2.111 -3.621 -1.019  0.227
H6 2.655 -1.017 -0.991  0.218
H7 0.599 0.611 -1.711  0.358
H8 -1.316 0.353 -0.798  0.185
H9 -1.439 1.683 -1.839  0.207
H10 -2.417 2.498 0.145  0.225
H11 -1.102 3.506 -0.232  0.219

***

Record 2
Entry from the Open Molecules 2025 dataset: a cluster of 5 separate species, C11H25NO7 in total (ωB97M-V/def2-TZVPD).

Output
* HOMO: -9.26 eV
* spin multiplicity: 1
* lowest unoccupied orbital energy: -0.68 eV
* SMILES: CNCC1=C(C)C(=O)OC1=O.CO.CO.CO.CO

Each line ends with the natural charge from an NBO analysis.
Atoms and positions in Å:
C1 3.100 -1.295 -0.502  -0.422
N1 1.946 -0.954 -1.362  -0.621
C2 1.053 -2.088 -1.648  -0.270
C3 -0.078 -2.222 -0.685  -0.077
C4 -1.109 -1.405 -0.465  -0.063
C5 -1.448 -0.126 -1.126  -0.671
C6 -1.906 -1.982 0.639  0.778
O1 -2.936 -1.610 1.108  -0.537
O2 -1.264 -3.121 1.098  -0.493
C7 -0.197 -3.362 0.268  0.760
O3 0.488 -4.331 0.358  -0.512
H1 4.029 -1.141 -1.043  0.208
H2 3.058 -2.326 -0.154  0.188
H3 3.118 -0.653 0.379  0.187
H4 1.414 -0.232 -0.895  0.358
H5 0.661 -1.991 -2.662  0.212
H6 1.640 -3.004 -1.619  0.227
H7 -0.645 0.191 -1.782  0.257
H8 -1.620 0.665 -0.396  0.241
H9 -2.362 -0.216 -1.715  0.244
C8 -4.698 1.560 2.514  -0.248
O4 -5.025 0.222 2.170  -0.733
H10 -5.563 1.986 3.019  0.174
H11 -3.842 1.600 3.195  0.156
H12 -4.473 2.164 1.631  0.164
H13 -4.258 -0.162 1.732  0.483
C9 0.745 3.250 -2.079  -0.247
O5 0.537 1.931 -2.567  -0.737
H14 -0.197 3.582 -1.648  0.182
H15 1.514 3.278 -1.302  0.165
H16 1.024 3.939 -2.880  0.167
H17 1.364 1.612 -2.944  0.476
C10 -3.295 5.133 2.684  -0.250
O6 -2.708 4.362 1.643  -0.724
H18 -3.176 4.574 3.609  0.185
H19 -2.801 6.102 2.798  0.163
H20 -4.361 5.295 2.508  0.164
H21 -2.814 4.849 0.821  0.462
C11 5.662 -4.321 -0.393  -0.250
O7 5.978 -3.074 -1.000  -0.725
H22 4.780 -4.706 -0.900  0.185
H23 6.472 -5.046 -0.509  0.165
H24 5.432 -4.209 0.670  0.163
H25 6.759 -2.718 -0.567  0.464

***

Record 3
Entry from the Open Molecules 2025 dataset: a cluster of 2 separate species, C2N2OS2 in total at a distorted geometry (ωB97M-V/def2-TZVPD).

Output
* HOMO (alpha / beta): -9.29 / -9.31 eV
* spin multiplicity: 1
* lowest unoccupied orbital energy (alpha / beta): -2.54 / -2.51 eV
* SMILES: N#CN=S.O=C=S

Each line ends with the natural charge from an NBO analysis.
Atoms and positions in Å:
N1 0.087 0.080 -2.081  -0.279
C1 0.756 -0.067 -1.149  0.356
N2 1.681 -0.141 -0.346  -0.580
S1 2.872 -0.385 0.616  0.502
O1 -1.763 -1.066 0.677  -0.460
C2 -1.810 0.052 0.996  0.389
S2 -1.823 1.528 1.288  0.071

***

Record 4
Entry from the Open Molecules 2025 dataset: a cluster of 2 separate species, C7H14N4O in total at a distorted geometry (ωB97M-V/def2-TZVPD).

Output
* HOMO: -9.11 eV
* spin multiplicity: 1
* lowest unoccupied orbital energy: 0.53 eV
* SMILES: [H]/N=C(/CC)NC.C#CC(=O)NN

Each line ends with the natural charge from an NBO analysis.
Atoms and positions in Å:
H1 -4.325 2.390 1.020  0.322
N1 -3.395 2.583 0.624  -0.715
C1 -2.674 1.534 0.785  0.460
C2 -1.185 1.643 0.657  -0.483
C3 -0.783 1.190 -0.753  -0.599
N2 -3.146 0.256 1.022  -0.624
C4 -2.312 -0.840 1.509  -0.412
H2 -0.649 0.997 1.364  0.212
H3 -0.883 2.686 0.844  0.240
H4 -0.974 0.121 -0.956  0.208
H5 -1.335 1.799 -1.477  0.227
H6 0.245 1.438 -1.018  0.182
H7 -4.120 0.194 1.304  0.385
H8 -1.810 -0.583 2.466  0.185
H9 -1.531 -1.083 0.798  0.198
H10 -2.957 -1.711 1.628  0.215
C5 2.102 -3.182 -2.237  -0.149
C6 2.321 -2.371 -1.383  -0.104
C7 2.629 -1.253 -0.594  0.537
O1 3.666 -1.341 0.093  -0.588
N3 1.827 -0.190 -0.584  -0.429
N4 2.114 1.000 0.151  -0.653
H11 1.825 -3.882 -3.011  0.241
H12 1.172 -0.082 -1.349  0.401
H13 2.144 0.778 1.129  0.367
H14 1.479 1.802 0.114  0.379

***

Record 5
Entry from the Open Molecules 2025 dataset: a structure of composition C64H96CaO49 at a distorted geometry (ωB97M-V/def2-TZVPD).

Output
* HOMO: -9.29 eV
* spin multiplicity: 1
* lowest unoccupied orbital energy: -0.64 eV

Each line ends with the Löwdin charge.
Atoms and positions in Å:
Ca1 -8.208 15.182 -2.620  1.483
C1 -8.866 16.762 -6.521  0.000
C2 -8.756 16.317 -5.086  -0.753
O1 -7.980 16.921 -4.320  -0.108
O2 -9.524 15.402 -4.640  -0.148
H1 -8.172 17.589 -6.676  0.078
H2 -9.870 17.168 -6.640  0.073
H3 -8.649 15.922 -7.181  0.078
C3 -9.624 17.933 0.378  0.026
C4 -9.017 16.844 -0.524  -0.752
O3 -7.778 16.858 -0.683  -0.078
O4 -9.750 16.058 -1.125  -0.125
H4 -9.403 17.702 1.420  0.071
H5 -10.681 17.799 0.150  0.070
H6 -9.279 18.954 0.217  0.070
C5 -10.871 21.621 1.764  -0.002
C6 -9.560 21.857 2.428  -0.258
C7 -8.920 20.834 3.320  -0.074
O5 -7.690 20.522 2.743  0.130
C8 -7.610 21.028 1.600  -0.617
O6 -6.614 20.864 0.854  0.079
O7 -8.676 21.736 1.297  0.063
H7 -11.685 21.773 2.472  0.096
H8 -10.978 20.576 1.475  0.075
H9 -10.976 22.165 0.825  0.082
H10 -9.392 22.906 2.672  0.157
H11 -9.459 19.887 3.371  0.133
H12 -8.839 21.255 4.322  0.116
C9 -11.842 18.929 -4.208  0.018
C10 -10.656 19.522 -3.378  -0.292
C11 -9.761 20.451 -4.169  -0.109
O8 -9.501 21.409 -3.222  0.084
C12 -10.444 21.496 -2.323  -0.564
O9 -10.536 22.420 -1.553  0.138
O10 -11.197 20.398 -2.430  0.086
H13 -12.348 19.738 -4.734  0.085
H14 -12.563 18.471 -3.531  0.068
H15 -11.484 18.202 -4.937  0.077
H16 -10.099 18.719 -2.895  0.151
H17 -10.290 20.883 -5.018  0.142
H18 -8.862 19.932 -4.503  0.135
C13 -2.207 14.365 0.268  0.001
C14 -2.681 15.210 -0.883  -0.332
C15 -2.443 14.673 -2.296  -0.049
O11 -3.662 14.932 -2.995  0.094
C16 -4.572 15.263 -2.110  -0.512
O12 -5.744 15.468 -2.417  0.049
O13 -4.056 15.402 -0.871  0.080
H19 -2.616 14.705 1.219  0.079
H20 -1.118 14.354 0.306  0.096
H21 -2.513 13.320 0.212  0.070
H22 -2.339 16.244 -0.859  0.151
H23 -2.417 13.584 -2.325  0.135
H24 -1.587 15.100 -2.819  0.146
C17 -7.622 20.657 6.579  -0.004
C18 -8.641 19.505 6.915  -0.283
C19 -9.848 19.857 7.811  -0.096
O14 -10.961 19.383 7.098  0.056
C20 -10.582 19.158 5.780  -0.452
O15 -11.394 18.791 4.900  0.093
O16 -9.234 19.130 5.712  0.043
H25 -7.017 20.925 7.445  0.083
H26 -8.052 21.599 6.236  0.075
H27 -6.945 20.303 5.801  0.080
H28 -8.158 18.601 7.287  0.158
H29 -9.820 20.933 7.984  0.131
H30 -9.792 19.319 8.758  0.138
C21 -4.564 18.266 3.079  0.005
C22 -5.849 17.587 2.489  -0.286
C23 -5.640 16.158 2.072  -0.154
O17 -6.707 15.480 2.615  0.060
C24 -7.476 16.306 3.408  -0.481
O18 -8.454 15.939 3.993  0.143
O19 -6.869 17.548 3.505  0.073
H31 -3.804 18.295 2.298  0.074
H32 -4.167 17.756 3.956  0.084
H33 -4.734 19.309 3.349  0.076
H34 -6.206 18.055 1.572  0.134
H35 -4.727 15.608 2.299  0.127
H36 -5.670 16.119 0.983  0.112
C25 -12.874 13.071 -2.338  -0.022
C26 -12.681 14.544 -2.029  -0.366
C27 -12.852 15.319 -3.319  -0.120
O20 -13.726 16.317 -2.940  0.060
C28 -14.247 16.067 -1.690  -0.497
O21 -15.111 16.662 -1.190  0.206
O22 -13.594 14.993 -1.093  0.089
H37 -12.572 12.468 -1.481  0.068
H38 -12.340 12.765 -3.238  0.087
H39 -13.918 12.812 -2.512  0.095
H40 -11.697 14.651 -1.572  0.123
H41 -13.248 14.677 -4.106  0.135
H42 -11.858 15.633 -3.640  0.120
C29 -13.167 18.748 1.941  -0.017
C30 -14.396 17.781 1.931  -0.272
C31 -14.985 17.499 3.333  -0.055
O23 -16.322 18.013 3.240  0.093
C32 -16.557 18.420 2.006  -0.552
O24 -17.653 18.865 1.574  0.084
O25 -15.447 18.505 1.315  0.076
H43 -13.334 19.646 2.536  0.086
H44 -12.971 19.025 0.905  0.065
H45 -12.270 18.251 2.310  0.066
H46 -14.131 16.847 1.436  0.129
H47 -14.354 18.046 4.034  0.122
H48 -15.001 16.479 3.716  0.119
C33 -11.421 9.102 -1.944  -0.011
C34 -10.062 9.725 -1.776  -0.330
C35 -9.069 9.488 -2.899  -0.097
O26 -8.766 10.745 -3.413  0.116
C36 -9.402 11.715 -2.776  -0.493
O27 -9.328 12.923 -2.857  0.078
O28 -10.196 11.136 -1.833  0.052
H49 -11.281 8.066 -2.253  0.091
H50 -11.982 9.669 -2.687  0.098
H51 -12.059 9.166 -1.063  0.090
H52 -9.646 9.486 -0.798  0.144
H53 -9.567 8.786 -3.568  0.136
H54 -8.183 9.006 -2.488  0.138
C37 -6.635 19.519 -2.309  -0.002
C38 -5.186 19.877 -1.972  -0.266
C39 -4.565 18.932 -0.944  -0.119
O29 -3.365 18.493 -1.526  0.008
C40 -3.374 18.808 -2.926  -0.459
O30 -2.588 18.442 -3.803  0.108
O31 -4.401 19.616 -3.146  0.095
H55 -6.685 18.618 -2.920  0.080
H56 -7.083 20.334 -2.879  0.075
H57 -7.236 19.351 -1.416  0.071
H58 -5.092 20.923 -1.681  0.147
H59 -5.188 18.047 -0.810  0.117
H60 -4.324 19.403 0.009  0.125
C41 -7.138 10.432 2.077  -0.002
C42 -6.245 11.651 1.732  -0.268
C43 -5.210 11.446 0.658  -0.072
O32 -5.702 12.171 -0.479  0.073
C44 -6.767 12.927 -0.186  -0.429
O33 -7.404 13.750 -0.904  0.010
O34 -7.076 12.653 1.105  0.062
H61 -7.719 10.758 2.940  0.083
H62 -6.505 9.591 2.362  0.088
H63 -7.876 10.137 1.331  0.079
H64 -5.818 12.113 2.622  0.157
H65 -5.227 10.419 0.292  0.134
H66 -4.175 11.705 0.880  0.125
C45 -5.481 24.212 1.184  0.006
C46 -6.406 24.463 -0.026  -0.369
C47 -7.840 24.635 0.244  -0.062
O35 -8.192 25.878 -0.416  0.127
C48 -7.102 26.474 -0.774  -0.610
O36 -6.946 27.619 -1.150  0.133
O37 -6.067 25.702 -0.518  0.097
H67 -4.464 24.272 0.795  0.092
H68 -5.662 23.294 1.744  0.071
H69 -5.756 25.053 1.821  0.090
H70 -6.148 23.690 -0.750  0.152
H71 -8.000 24.683 1.322  0.136
H72 -8.303 23.792 -0.270  0.131
C49 -10.706 12.160 1.729  -0.005
C50 -11.189 13.284 2.657  -0.334
C51 -11.553 14.610 1.995  -0.024
O38 -12.907 14.880 2.497  0.061
C52 -13.345 13.860 3.229  -0.511
O39 -14.466 13.840 3.734  0.119
O40 -12.335 12.929 3.379  0.075
H73 -11.537 11.824 1.109  0.082
H74 -10.349 11.324 2.331  0.077
H75 -9.956 12.423 0.983  0.077
H76 -10.350 13.496 3.320  0.140
H77 -11.576 14.507 0.910  0.121
H78 -10.825 15.364 2.294  0.127
C53 -10.905 15.074 6.389  0.006
C54 -11.639 15.799 7.548  -0.335
C55 -12.499 14.842 8.343  -0.086
O41 -12.379 15.334 9.652  0.123
C56 -11.289 15.995 9.749  -0.584
O42 -10.726 16.251 10.775  0.153
O43 -10.725 16.220 8.505  0.069
H79 -10.284 14.261 6.766  0.094
H80 -10.327 15.731 5.739  0.061
H81 -11.591 14.647 5.657  0.076
H82 -12.151 16.695 7.198  0.152
H83 -12.156 13.820 8.181  0.139
H84 -13.538 14.907 8.019  0.146
C57 -3.190 12.859 -6.093  -0.008
C58 -4.598 13.397 -6.524  -0.278
C59 -5.717 12.446 -6.899  -0.100
O44 -6.528 12.375 -5.798  0.134
C60 -6.266 13.320 -4.972  -0.515
O45 -6.940 13.641 -4.002  0.045
O46 -5.214 14.037 -5.426  0.093
H85 -2.620 12.494 -6.947  0.080
H86 -3.169 12.025 -5.392  0.081
H87 -2.656 13.704 -5.658  0.080
H88 -4.351 14.164 -7.259  0.156
H89 -5.217 11.489 -7.046  0.140
H90 -6.291 12.772 -7.767  0.148
C61 -14.061 21.767 -0.962  -0.017
C62 -14.700 21.338 -2.262  -0.313
C63 -15.678 20.116 -2.135  -0.131
O47 -16.790 20.519 -2.765  0.090
C64 -16.690 21.845 -3.100  -0.536
O48 -17.529 22.427 -3.734  0.148
O49 -15.539 22.364 -2.712  0.107
H91 -14.808 22.054 -0.222  0.094
H92 -13.514 22.679 -1.202  0.090
H93 -13.550 20.927 -0.492  0.074
H94 -13.927 21.186 -3.015  0.137
H95 -15.849 20.017 -1.063  0.129
H96 -15.145 19.268 -2.565  0.128

***

Repeat the fourth record exactly.
Entry from the Open Molecules 2025 dataset: a cluster of 2 separate species, C7H14N4O in total at a distorted geometry (ωB97M-V/def2-TZVPD).

Output
* HOMO: -9.11 eV
* spin multiplicity: 1
* lowest unoccupied orbital energy: 0.53 eV
* SMILES: [H]/N=C(/CC)NC.C#CC(=O)NN

Each line ends with the natural charge from an NBO analysis.
Atoms and positions in Å:
H1 -4.325 2.390 1.020  0.322
N1 -3.395 2.583 0.624  -0.715
C1 -2.674 1.534 0.785  0.460
C2 -1.185 1.643 0.657  -0.483
C3 -0.783 1.190 -0.753  -0.599
N2 -3.146 0.256 1.022  -0.624
C4 -2.312 -0.840 1.509  -0.412
H2 -0.649 0.997 1.364  0.212
H3 -0.883 2.686 0.844  0.240
H4 -0.974 0.121 -0.956  0.208
H5 -1.335 1.799 -1.477  0.227
H6 0.245 1.438 -1.018  0.182
H7 -4.120 0.194 1.304  0.385
H8 -1.810 -0.583 2.466  0.185
H9 -1.531 -1.083 0.798  0.198
H10 -2.957 -1.711 1.628  0.215
C5 2.102 -3.182 -2.237  -0.149
C6 2.321 -2.371 -1.383  -0.104
C7 2.629 -1.253 -0.594  0.537
O1 3.666 -1.341 0.093  -0.588
N3 1.827 -0.190 -0.584  -0.429
N4 2.114 1.000 0.151  -0.653
H11 1.825 -3.882 -3.011  0.241
H12 1.172 -0.082 -1.349  0.401
H13 2.144 0.778 1.129  0.367
H14 1.479 1.802 0.114  0.379